Here is a molecular structure, C13H30BI2IrO3P2 at a distorted geometry from the OMol25 dataset. Energies are from ωB97M-V/def2-TZVPD.

Geometry as XYZ:
```
52
Properties=species:S:1:pos:R:3:forces:R:3:nbo_charge:R:1
I -2.330 0.066 -2.113 -2.062 0.149 1.570 -0.05
I 0.060 -0.012 -3.444 2.194 -0.018 -1.342 0.25
Ir -0.485 0.286 0.632 -0.460 -0.325 -2.610 0.13
P 0.058 -1.894 0.091 1.266 -2.234 -0.098 1.09
C -0.133 -2.911 1.614 -0.217 0.450 0.169 -0.93
C -0.801 -2.940 -1.141 -0.317 0.322 -0.074 -0.94
H -0.579 -3.988 -0.880 -0.042 0.404 -0.066 0.27
H 2.013 -3.220 -0.251 0.008 0.290 -0.083 0.27
H -0.445 -2.734 -2.159 -0.086 -0.042 0.367 0.26
H 2.009 -1.776 -1.322 0.069 -0.109 0.177 0.26
H -1.177 -2.882 1.952 0.256 -0.103 -0.015 0.26
H -1.883 -2.763 -1.103 0.290 -0.237 0.013 0.27
C 1.810 -2.140 -0.308 0.094 0.172 -0.034 -0.96
H 0.147 -3.951 1.378 -0.067 0.393 0.015 0.27
H 2.444 -1.604 0.407 -0.113 -0.112 -0.140 0.28
H 0.517 -2.524 2.409 -0.165 -0.116 -0.167 0.26
P -0.244 2.433 -0.169 1.076 2.675 -0.082 1.11
C -0.943 3.478 1.159 -0.285 -0.242 0.211 -0.95
C 1.509 2.932 -0.225 0.258 -0.464 -0.045 -0.96
H -0.376 3.050 -2.541 -0.190 0.037 0.227 0.26
H -0.812 4.387 -1.419 0.109 -0.457 -0.017 0.27
H -1.978 3.067 -1.738 0.164 0.178 -0.081 0.27
C -0.917 3.308 -1.621 -0.286 -0.545 -0.378 -0.94
H 1.964 2.550 -1.146 -0.006 0.088 0.149 0.26
H 1.582 4.027 -0.221 -0.140 -0.191 -0.011 0.27
H -1.378 4.369 0.689 0.068 -0.241 0.204 0.27
H -0.166 3.775 1.872 -0.233 -0.228 -0.115 0.28
H 2.055 2.513 0.629 -0.106 0.145 -0.207 0.27
H -1.728 2.908 1.665 0.042 0.387 0.178 0.26
C -1.939 0.016 1.767 -4.754 -0.975 4.166 0.52
O -2.822 -0.241 2.484 3.127 0.919 -2.685 -0.34
C 1.059 1.181 5.642 0.289 -0.444 0.433 -0.63
C 1.280 1.546 4.191 0.690 0.417 0.763 0.24
C 1.246 3.059 4.135 0.055 0.454 -0.344 -0.64
O 0.181 1.030 3.435 0.046 -0.853 -2.561 -0.77
B 0.711 0.606 2.202 1.349 0.606 2.537 1.00
O 2.104 0.572 2.173 -2.207 -0.284 -1.050 -0.79
C 2.554 0.895 3.496 0.373 0.127 1.356 0.25
C 3.786 1.770 3.344 0.118 0.217 -0.145 -0.63
C 2.959 -0.393 4.200 0.067 -0.212 -0.159 -0.64
H 1.029 0.101 5.810 -0.028 0.222 -0.030 0.23
H 0.118 1.606 6.009 0.219 0.008 -0.165 0.24
H 1.884 1.605 6.229 -0.251 -0.179 0.027 0.23
H 0.237 3.425 4.364 0.217 -0.158 0.039 0.23
H 1.933 3.456 4.887 -0.091 0.089 -0.214 0.25
H 1.539 3.458 3.158 0.036 -0.031 0.061 0.19
H 4.156 2.100 4.322 -0.041 -0.055 -0.198 0.24
H 4.573 1.180 2.850 -0.218 0.188 0.254 0.24
H 3.609 2.653 2.716 -0.056 -0.148 0.233 0.21
H 2.125 -1.103 4.279 0.142 0.195 0.071 0.21
H 3.760 -0.877 3.629 -0.113 0.102 0.173 0.23
H 3.332 -0.153 5.205 -0.086 -0.232 -0.283 0.24
```
Positions in Å, forces in eV/Å.

Its frontier orbital gap (spin up / spin down) is 0.23551 / 0.20164 Ha. Its spin multiplicity is 5. The charge is +2. The calculation puts the HOMO energy (spin up / spin down) at -14.21 / -15.73 eV. For the energy above the lowest of the compared OMol25 structures with the same formula, charge and spin, the calculation gives 0.0 kJ/mol.



Here is 3 unconnected molecules or ions with the total composition C13H30ClO6P at a distorted geometry from the OMol25 dataset. Energies are from ωB97M-V/def2-TZVPD.

Geometry as XYZ:
```
51
Properties=species:S:1:pos:R:3:forces:R:3:nbo_charge:R:1
O 6.986 2.125 -0.774 0.569 2.233 -1.932 -0.51
C 6.795 1.268 -0.024 -0.907 -1.724 1.557 0.96
O 5.826 1.456 0.940 0.477 -0.901 -0.155 -0.50
Cl 5.531 0.110 1.927 -0.315 0.151 0.118 0.28
O 7.474 0.078 -0.004 0.409 0.894 1.330 -0.76
P 8.867 0.128 0.891 1.494 -0.085 0.328 2.49
O 9.473 -1.163 1.043 0.005 -1.066 -0.469 -1.05
O 9.826 1.194 0.119 -1.716 -0.204 1.182 -0.94
O 8.601 0.720 2.382 -0.460 0.764 -1.728 -0.95
H 9.485 2.074 0.361 0.522 0.154 -0.635 0.49
H 8.465 1.683 2.374 -0.085 -0.208 0.410 0.49
C 2.326 -0.650 -0.128 -0.007 -0.009 -0.171 -0.61
C 2.267 0.767 -0.689 0.097 -0.028 0.143 -0.40
C 1.620 1.768 0.268 -0.007 0.092 -0.059 -0.40
C 0.156 1.484 0.607 -0.015 -0.106 0.026 -0.40
C -0.784 1.410 -0.596 -0.004 0.156 0.099 -0.40
C -0.868 2.719 -1.374 -0.065 -0.123 -0.107 -0.61
H 1.329 -1.052 0.059 0.022 -0.005 0.021 0.20
H 2.822 -1.317 -0.836 -0.007 -0.041 0.067 0.21
H 2.887 -0.673 0.808 -0.063 -0.023 0.004 0.20
H 1.746 0.762 -1.650 -0.010 0.035 0.017 0.20
H 3.288 1.101 -0.899 -0.039 0.029 -0.039 0.20
H 1.709 2.772 -0.159 -0.017 -0.007 0.018 0.20
H 2.194 1.790 1.201 0.014 -0.020 -0.022 0.20
H -0.200 2.264 1.287 -0.007 -0.007 -0.022 0.20
H 0.085 0.546 1.166 0.025 0.016 0.003 0.20
H -1.784 1.152 -0.238 0.023 -0.054 -0.015 0.20
H -0.482 0.602 -1.268 0.013 -0.006 0.027 0.19
H -1.217 3.531 -0.732 0.049 0.013 -0.010 0.20
H -1.572 2.622 -2.203 0.018 0.065 0.005 0.21
H 0.097 3.004 -1.795 -0.013 0.027 0.018 0.20
C -3.188 -1.409 -1.533 0.083 -0.020 0.134 -0.61
C -3.783 -2.405 -0.543 -0.004 -0.051 -0.156 -0.40
C -5.269 -2.674 -0.775 -0.034 -0.048 0.098 -0.40
C -6.180 -1.455 -0.609 0.042 0.083 -0.051 -0.40
C -6.102 -0.771 0.756 -0.125 -0.084 -0.025 -0.40
C -6.536 -1.673 1.907 0.087 0.132 0.071 -0.61
H -3.662 -0.429 -1.453 0.013 -0.006 -0.037 0.20
H -2.122 -1.276 -1.341 -0.017 0.034 -0.066 0.21
H -3.305 -1.765 -2.559 -0.028 0.039 0.002 0.20
H -3.611 -2.055 0.479 -0.039 -0.010 0.000 0.19
H -3.243 -3.352 -0.635 -0.016 0.014 0.052 0.20
H -5.594 -3.468 -0.097 -0.018 0.019 -0.010 0.20
H -5.405 -3.071 -1.786 0.029 0.007 0.009 0.20
H -7.213 -1.768 -0.790 0.011 0.011 0.020 0.20
H -5.951 -0.718 -1.385 0.004 -0.030 -0.006 0.20
H -6.751 0.109 0.739 0.048 0.018 -0.012 0.20
H -5.089 -0.401 0.941 0.000 -0.004 -0.035 0.19
H -7.564 -2.014 1.767 0.028 -0.044 -0.005 0.20
H -6.489 -1.130 2.853 -0.032 -0.062 0.012 0.21
H -5.892 -2.550 2.000 -0.033 -0.010 -0.003 0.20
```
Positions in Å, forces in eV/Å.

Its frontier orbital gap is 0.37065 Ha. Its spin multiplicity is 1. The charge is 0. The calculation puts the HOMO energy at -10.95 eV.



Here is a molecular structure, C13H30FI2O9S3 at a distorted geometry from the OMol25 dataset. Energies are from ωB97M-V/def2-TZVPD.

Geometry as XYZ:
```
58
Properties=species:S:1:pos:R:3:forces:R:3:nbo_charge:R:1
C -2.908 -0.586 2.337 -0.027 -0.181 -0.243 -0.65
C -3.425 -0.355 0.916 -0.059 0.484 -0.125 -0.28
I -5.161 0.952 1.174 -0.002 -0.139 -0.104 0.00
C -3.671 -1.666 0.203 0.697 0.078 1.392 -0.27
I -4.909 -1.160 -1.845 -0.565 0.233 -0.858 -0.45
C -2.527 -2.411 -0.043 0.447 -0.143 1.360 -0.11
F -1.265 -1.732 0.169 -0.454 -0.039 -0.283 -0.44
H -2.874 0.346 2.899 0.074 -0.031 0.017 0.22
H -3.585 -1.272 2.852 0.082 0.062 0.061 0.21
H -1.917 -1.042 2.284 -0.009 -0.023 0.064 0.22
H -2.750 0.264 0.328 -0.040 0.017 0.110 0.22
H -4.477 -2.202 0.695 -0.070 -0.196 -0.517 0.22
H -2.420 -3.374 0.447 -0.108 -0.208 -0.413 0.15
O -1.569 3.086 3.835 -0.222 0.062 -0.072 -0.94
S -0.333 2.373 3.904 -0.120 0.111 0.078 2.39
O -0.188 1.363 4.906 0.117 -0.250 0.077 -0.95
O 0.836 3.439 4.069 0.160 0.112 0.199 -0.73
C 0.628 4.457 5.091 -0.008 -0.037 -0.350 -0.08
C 0.907 3.953 6.487 0.080 0.028 -0.054 -0.64
C 0.114 1.740 2.337 -0.092 -0.075 -0.046 -0.89
H -0.390 4.829 4.983 -0.011 0.030 0.038 0.21
H 1.318 5.242 4.790 0.028 0.031 0.093 0.19
H 0.174 3.211 6.796 -0.016 -0.013 0.007 0.23
H 0.869 4.800 7.174 -0.007 -0.025 0.041 0.21
H 1.899 3.505 6.538 -0.002 0.001 0.026 0.21
H 0.028 2.531 1.599 -0.011 0.005 -0.028 0.26
H -0.591 0.937 2.124 0.056 -0.005 -0.066 0.28
H 1.126 1.355 2.393 0.057 -0.054 -0.035 0.25
O -1.640 -3.121 -4.705 -0.102 -0.271 0.139 -0.97
S -1.202 -1.851 -4.201 -0.469 0.145 -0.935 2.38
O -2.070 -0.725 -4.335 -0.059 0.166 0.009 -0.94
O 0.147 -1.508 -5.009 0.256 0.102 0.265 -0.73
C 0.058 -1.646 -6.447 0.114 -0.153 0.256 -0.08
C -0.625 -0.473 -7.115 0.098 0.010 0.019 -0.64
C -0.679 -1.981 -2.560 0.120 -0.064 0.021 -0.91
H -0.449 -2.587 -6.662 -0.003 -0.006 -0.057 0.20
H 1.100 -1.737 -6.750 -0.012 0.044 -0.088 0.18
H -1.679 -0.428 -6.851 -0.021 0.004 0.002 0.24
H -0.527 -0.581 -8.197 -0.027 0.025 -0.007 0.20
H -0.153 0.462 -6.811 -0.014 0.011 -0.021 0.21
H 0.015 -2.810 -2.454 -0.003 0.005 0.022 0.25
H -1.622 -2.180 -2.022 0.232 0.018 -0.024 0.31
H -0.236 -1.044 -2.237 -0.073 -0.014 0.043 0.26
O 2.414 -2.345 -1.096 0.115 -0.279 -0.155 -0.95
S 2.281 -1.438 0.001 -0.398 0.043 -0.139 2.40
O 1.259 -0.446 -0.061 0.010 0.318 0.105 -0.93
O 3.681 -0.743 0.248 0.315 0.262 -0.129 -0.73
C 4.330 -0.181 -0.940 -0.017 -0.291 0.274 -0.08
C 3.734 1.140 -1.360 0.063 0.017 0.057 -0.64
C 2.155 -2.314 1.511 -0.068 -0.066 0.026 -0.89
H 4.269 -0.930 -1.728 0.014 0.012 -0.047 0.21
H 5.365 -0.092 -0.620 0.027 0.097 -0.053 0.19
H 2.719 1.023 -1.733 -0.017 -0.008 -0.003 0.24
H 4.355 1.558 -2.154 -0.028 0.037 -0.017 0.21
H 3.722 1.837 -0.523 -0.004 0.020 -0.016 0.21
H 2.954 -3.047 1.560 0.000 -0.022 0.022 0.25
H 1.176 -2.792 1.478 0.004 0.023 0.044 0.27
H 2.209 -1.603 2.331 -0.029 -0.018 0.019 0.25
```
Positions in Å, forces in eV/Å.

Its frontier orbital gap is 0.18621 Ha. Its spin multiplicity is 1. The charge is -1. The calculation puts the HOMO energy at -3.06 eV. For the energy above the lowest of the compared OMol25 structures with the same formula, charge and spin, the calculation gives 0.0 kJ/mol.



Here is a molecular structure, C13H30FeN2O5SSi at a distorted geometry from the OMol25 dataset. Energies are from ωB97M-V/def2-TZVPD.

Geometry as XYZ:
```
53
Properties=species:S:1:pos:R:3:forces:R:3:nbo_charge:R:1
Fe 2.251 1.308 -0.853 0.955 1.337 1.993 1.58
N 4.840 1.276 -0.169 -0.629 -0.376 -0.128 -0.69
N 5.101 2.599 0.219 -0.134 0.440 0.098 -0.53
C 4.094 3.577 0.010 2.311 -0.436 -0.006 0.87
O 4.372 4.740 0.124 -0.325 0.130 0.086 -0.60
O 2.970 3.045 -0.292 -2.982 -1.625 -1.111 -0.90
H 4.748 0.676 0.651 0.355 0.158 -0.143 0.37
H 5.574 0.908 -0.767 -0.087 0.062 0.004 0.38
H 6.050 2.949 0.166 -0.156 -0.221 0.070 0.40
C -0.103 3.504 0.044 -0.042 -0.503 0.174 -0.63
C -0.844 2.197 0.323 -0.791 1.197 0.003 0.28
C -2.003 1.995 -0.650 0.373 -0.106 0.141 -0.63
C -1.337 2.141 1.763 0.218 -0.177 -0.208 -0.64
O 0.132 1.143 0.109 1.014 -0.089 -0.493 -1.03
Si -0.015 -0.489 0.279 -0.055 -0.181 -0.332 2.25
S 2.156 -0.785 0.265 0.102 0.063 -0.443 -0.37
O -0.645 -0.887 1.673 0.287 0.424 -0.035 -0.96
C -1.236 -2.076 2.234 -0.449 -0.501 0.381 0.29
C -0.399 -3.292 1.861 -0.033 0.375 0.055 -0.64
C -2.649 -2.192 1.673 0.281 0.104 0.059 -0.63
C -1.253 -1.857 3.742 0.043 0.007 -0.348 -0.62
O -0.747 -1.180 -0.965 0.131 0.014 0.497 -0.96
C -0.557 -1.440 -2.360 -0.054 -0.248 -0.443 0.29
C -1.941 -1.357 -3.004 0.289 0.034 0.178 -0.62
C 0.377 -0.404 -2.988 -0.216 -0.034 0.281 -0.64
C 0.005 -2.854 -2.480 -0.155 0.321 0.063 -0.63
H -0.781 4.349 0.116 -0.050 0.044 -0.026 0.24
H 0.330 3.487 -0.959 -0.037 0.101 -0.101 0.20
H 0.708 3.633 0.758 0.012 0.103 0.000 0.24
H -2.757 2.763 -0.501 -0.029 0.052 0.031 0.24
H -2.458 1.021 -0.485 -0.163 -0.107 -0.034 0.22
H -1.649 2.051 -1.678 -0.017 0.016 -0.148 0.21
H -1.958 3.005 1.982 -0.023 0.088 -0.037 0.24
H -0.489 2.130 2.442 0.071 0.061 0.155 0.23
H -1.918 1.238 1.923 -0.116 -0.044 0.111 0.22
H -0.360 -3.399 0.780 -0.018 -0.128 -0.217 0.21
H -0.839 -4.188 2.286 -0.020 -0.127 0.020 0.24
H 0.613 -3.184 2.239 0.152 -0.039 0.093 0.22
H -2.606 -2.331 0.596 -0.072 -0.050 -0.140 0.22
H -3.208 -1.285 1.889 -0.109 0.074 0.043 0.22
H -3.163 -3.036 2.121 -0.075 -0.103 0.037 0.23
H -0.240 -1.771 4.121 0.132 -0.008 0.074 0.22
H -1.744 -2.692 4.231 -0.054 -0.097 0.089 0.23
H -1.789 -0.943 3.980 -0.103 0.084 0.045 0.22
H -2.342 -0.351 -2.918 -0.061 0.157 0.001 0.22
H -2.622 -2.041 -2.507 -0.060 -0.101 0.064 0.23
H -1.889 -1.625 -4.055 0.023 -0.022 -0.143 0.23
H -0.015 0.600 -2.820 -0.068 0.098 -0.063 0.21
H 0.435 -0.578 -4.058 0.144 0.074 -0.111 0.25
H 1.391 -0.481 -2.572 0.081 -0.134 -0.058 0.17
H -0.676 -3.556 -2.005 -0.053 -0.075 0.032 0.23
H 0.972 -2.924 -1.989 0.196 -0.034 0.052 0.21
H 0.114 -3.133 -3.522 0.065 -0.051 -0.160 0.23
```
Positions in Å, forces in eV/Å.

Its frontier orbital gap (spin up / spin down) is 0.31067 / 0.19075 Ha. Its spin multiplicity is 6. The charge is +1. The calculation puts the HOMO energy (spin up / spin down) at -12.22 / -12.24 eV. For the energy above the lowest of the compared OMol25 structures with the same formula, charge and spin, the calculation gives 180.0 kJ/mol.



Here is a molecular structure, C13H30GaN3OSi from the OMol25 dataset. Energies are from ωB97M-V/def2-TZVPD.

Geometry as XYZ:
```
49
Properties=species:S:1:pos:R:3:forces:R:3:nbo_charge:R:1
Ga 0.591 -0.332 -0.166 -0.008 -0.505 0.550 1.76
C -0.274 -1.425 2.534 -0.009 -0.220 -0.123 -0.25
C -0.897 -2.173 1.342 -0.112 0.101 0.256 -0.24
N 0.095 -2.303 0.238 -0.393 0.435 -0.313 -0.71
C 1.298 -3.103 0.569 0.362 0.147 -0.024 -0.25
C 2.569 -2.456 -0.009 -0.173 -0.289 0.055 -0.25
N 2.559 -0.975 0.070 -0.325 0.560 -0.378 -0.70
C 3.061 -0.366 1.331 -0.023 0.074 0.342 -0.24
C 2.117 -0.664 2.491 0.156 -0.080 -0.208 -0.24
N 0.719 -0.428 2.062 -0.041 0.110 -0.016 -0.70
H -1.075 -0.941 3.089 0.020 0.043 0.013 0.26
H 0.201 -2.127 3.218 0.036 0.054 0.028 0.22
H -1.274 -3.145 1.661 0.033 -0.016 -0.046 0.24
H -1.733 -1.593 0.944 -0.015 -0.083 -0.034 0.24
H -0.379 -2.719 -0.559 -0.012 -0.025 0.000 0.43
H 1.367 -3.205 1.647 -0.055 0.009 0.020 0.22
H 1.212 -4.111 0.165 -0.054 -0.006 0.012 0.25
H 3.446 -2.858 0.502 0.018 0.025 -0.020 0.25
H 2.646 -2.718 -1.063 0.091 0.078 0.019 0.24
H 3.160 -0.634 -0.677 -0.059 0.025 -0.043 0.44
H 4.066 -0.719 1.563 0.000 -0.025 -0.071 0.24
H 3.108 0.712 1.167 0.062 -0.013 -0.063 0.23
H 2.235 -1.698 2.809 -0.069 -0.004 0.045 0.21
H 2.389 -0.041 3.342 -0.027 0.010 0.013 0.25
H 0.436 0.494 2.378 -0.070 0.040 -0.084 0.43
C 0.847 -2.892 -3.297 -0.011 0.218 0.010 -0.63
C -0.047 -1.672 -3.246 -0.008 -0.413 0.047 -0.07
O 0.458 -0.684 -2.283 0.430 0.159 0.030 -0.79
H 0.369 -3.659 -3.906 0.017 -0.008 -0.008 0.26
H 1.014 -3.313 -2.303 -0.076 -0.080 -0.041 0.18
H 1.812 -2.655 -3.743 0.016 -0.020 0.032 0.24
H -1.063 -1.929 -2.947 -0.023 0.070 0.006 0.19
H -0.085 -1.192 -4.221 -0.058 0.079 0.029 0.22
H 0.489 0.176 -2.724 -0.131 0.062 0.105 0.53
C -4.040 3.070 0.143 0.136 0.228 -0.053 -1.10
Si -2.321 3.761 -0.129 0.219 -0.295 0.013 1.57
C -2.033 4.511 -1.821 -0.147 0.054 0.245 -1.10
C -1.660 4.768 1.305 -0.190 0.021 -0.217 -1.10
C -1.195 2.214 -0.155 -0.095 0.166 -0.011 -0.24
C -0.460 1.246 -0.208 0.516 -0.584 -0.116 -0.78
H -4.777 3.876 0.158 0.018 0.003 -0.002 0.26
H -4.117 2.543 1.095 0.054 0.015 0.015 0.25
H -4.328 2.381 -0.653 0.043 0.011 -0.027 0.25
H -2.614 5.426 -1.949 -0.003 -0.012 0.023 0.26
H -2.329 3.823 -2.614 -0.019 -0.033 0.032 0.25
H -0.982 4.767 -1.965 0.011 -0.010 0.044 0.25
H -2.215 5.704 1.404 -0.001 -0.013 -0.010 0.26
H -0.610 5.026 1.162 0.000 -0.018 -0.047 0.25
H -1.756 4.233 2.251 -0.029 -0.046 -0.025 0.24
```
Positions in Å, forces in eV/Å.

Its frontier orbital gap is 0.35573 Ha. Its spin multiplicity is 1. The charge is +2. The calculation puts the HOMO energy at -15.37 eV. For the energy above the lowest of the compared OMol25 structures with the same formula, charge and spin, the calculation gives 27.1 kJ/mol.



- Look up the charge of the fifth one.
  +2



- charge of number 1 (C13H30BI2IrO3P2)?
  +2